Computed, not measured: a cluster of 2 separate species, C7H12 in total, with wB97M-V/def2-TZVPD.

```
! RIJCOSX wB97M-V def2-TZVPD def2/J DEFGRID3
* xyz 0 1
H 1.68214 -1.90149 -1.65170
H -0.32085 0.73667 -2.33645
H 0.32345 -0.07194 1.85315
H 1.96996 -1.22333 -1.75359
C 0.15797 0.70286 -1.36179
C 1.54728 1.17963 0.48601
C 1.19519 1.44345 -0.96163
H 1.25539 2.03315 1.11350
H 2.62025 1.02219 0.64165
C -2.32694 -0.93821 1.10806
H -1.72414 -0.69245 1.98738
H -2.24902 -0.46180 -1.05062
C -1.63311 -0.52016 -0.15245
H 1.32080 -0.96830 0.71086
C -0.37539 -0.08017 -0.23568
C 0.70438 -0.06621 0.82827
H -3.27060 -0.38540 1.18918
H 1.69543 2.19650 -1.56231
H -2.57217 -2.00499 1.14814
*
```

Properties
Orbital gap = 0.339 hartree
Lowest unoccupied orbital energy = 1.13 eV
Highest occupied orbital energy = -8.11 eV
Electronic energy = -7451.8155 eV

natural (NBO) population analysis, charges in e, atoms 1 to 2:
1 H -0.006
2 H 0.217



Computed, not measured: the molecule C5H6O2, with wB97M-V/def2-TZVPD.

```
! RIJCOSX wB97M-V def2-TZVPD def2/J DEFGRID3
* xyz 0 1
H 0.05274 -0.26592 1.27588
C -0.37851 1.44151 0.09136
C -0.21994 -0.05733 0.23950
O 0.85652 -0.52165 -0.60161
C -1.45116 -0.84944 -0.16075
H -1.65465 -0.73710 -1.23024
H -2.32018 -0.49788 0.40162
H -1.29003 -1.90879 0.05939
C -0.98040 2.14503 -0.82287
C 2.09432 -0.32836 -0.13551
H 2.82381 -0.71631 -0.85953
H 0.09538 2.10783 0.82391
O 2.37210 0.18839 0.91888
*
```

Properties
Orbital gap = 0.373 hartree
Lowest unoccupied orbital energy = -0.54 eV
Highest occupied orbital energy = -10.70 eV
Electronic energy = -9373.3159 eV

natural (NBO) population analysis, charges in e, atoms 1 to 2:
1 H 0.221
2 C -0.640



Computed, not measured: the molecule C5H12O2, with wB97M-V/def2-TZVPD.

```
! RIJCOSX wB97M-V def2-TZVPD def2/J DEFGRID3
* xyz 0 1
C 1.62894 -1.64687 -0.32433
H -0.13625 2.13031 -0.82243
H 1.59018 0.28955 -1.25978
H 0.77656 -2.98037 0.83317
H -2.27582 1.30680 1.22313
C -0.00783 0.22637 0.18710
H 2.39021 -1.98313 -1.03878
H -2.27368 2.85952 0.35825
C -0.81506 1.40017 -0.36050
H -0.79928 -1.54325 0.33555
O -0.89979 -0.69840 0.79575
H -0.98418 2.48110 1.51468
O 0.72174 -2.73002 -0.09494
H -1.47595 1.02281 -1.15274
H 0.65713 0.61094 0.98099
H 2.14596 -1.37066 0.60521
H 0.25730 -0.77442 -1.71800
C 0.87180 -0.44258 -0.86913
C -1.63892 2.05579 0.74398
*
```

Properties
Orbital gap = 0.395 hartree
Lowest unoccupied orbital energy = 0.89 eV
Highest occupied orbital energy = -9.86 eV
Electronic energy = -9474.4034 eV

natural (NBO) population analysis, charges in e, atoms 1 to 2:
1 C -0.065
2 H 0.196



Computed, not measured: the molecule C5H8N2O in a non-equilibrium geometry, with wB97M-V/def2-TZVPD.

```
! RIJCOSX wB97M-V def2-TZVPD def2/J DEFGRID3
* xyz 0 1
H -1.10608 -1.36644 -0.62848
H 0.39202 0.18216 -2.69263
H 0.51949 -1.20239 2.02067
C 1.37240 0.79402 -1.03549
C -0.65841 -0.33164 -0.85212
O 0.98732 0.81916 0.38351
H -1.46103 0.53703 -0.93300
H -2.19136 0.44465 1.38843
C -1.04590 0.05544 1.80321
C -0.11826 0.14008 0.53380
H -0.49669 -2.32613 1.34005
C -0.32437 -1.12487 1.39540
N 2.27295 1.50554 -1.44366
H -0.62540 0.42633 3.00032
H 1.98100 1.44221 -2.48551
N 0.50233 0.00485 -1.79448
*
```

Properties
Orbital gap = 0.349 hartree
Lowest unoccupied orbital energy = 0.77 eV
Highest occupied orbital energy = -8.72 eV
Electronic energy = -10336.4980 eV

natural (NBO) population analysis, charges in e, atoms 1 to 2:
1 H 0.239
2 H 0.388